Formula: C24H28N6O6Yb
Source: OMol25
Level of theory: ωB97M-V with the def2-TZVPD basis set

```
65
Properties=species:S:1:pos:R:3:forces:R:3
Yb 0.4879 -0.4543 0.7095 0.3 -0.1 0.5
O 1.8376 -1.7741 2.5583 -0.3 0.1 0.0
O -1.1070 -0.4944 2.2244 0.0 -0.1 0.3
O -1.9675 -0.2923 4.2922 -0.1 0.0 0.0
O -1.7097 0.1840 -0.4375 0.4 -0.2 -0.1
O 0.6122 1.6807 0.3849 -0.1 0.6 0.1
O 0.3229 3.7664 1.1728 0.0 0.0 -0.1
N -3.9292 -5.0758 1.0750 0.2 0.0 -0.1
N 1.0972 0.9496 2.9756 -0.1 0.2 -0.1
N -0.1144 -2.6425 0.4369 -0.3 -0.3 -0.1
N 1.0060 -0.9150 -1.6750 0.1 0.3 0.3
N 2.9479 -0.2915 0.3254 -0.3 -0.1 -0.2
N -1.5794 -4.5869 0.4799 0.0 -0.5 -0.1
C 4.5125 0.1522 -1.2793 0.1 0.0 0.0
C -0.9704 2.0840 -3.9666 0.0 0.0 0.0
C -3.6730 0.8075 0.6309 -0.1 0.0 0.0
C -0.2054 1.1543 3.6368 0.2 0.1 -0.1
C 1.6147 2.2238 2.4538 0.0 -0.2 0.2
C -0.4471 1.0817 -3.1598 0.0 -0.1 0.0
C -0.8573 -0.5182 -4.8997 -0.1 0.0 0.0
C -2.4012 1.3580 0.0222 -0.1 -0.1 0.0
C -0.8675 -3.5385 0.4992 -0.2 0.0 0.0
C 2.0211 0.2587 3.8687 -0.1 0.0 -0.1
C 4.0987 0.0933 0.9093 0.2 0.1 -0.1
C 3.2049 -0.2548 -1.0235 0.0 -0.1 -0.1
C 0.7785 2.6375 1.2449 -0.1 -0.2 -0.3
C 1.7464 -1.2310 3.8775 0.0 0.0 -0.2
C -2.6853 -0.7891 -0.8684 -0.1 0.2 0.1
C -0.3954 -0.2345 -3.6177 0.0 0.0 0.1
C -2.8307 -4.7999 0.8194 0.0 0.4 0.0
C -1.4443 1.7896 -5.2387 0.0 0.0 0.0
C 2.2209 -0.6465 -1.9826 0.0 0.0 0.0
C -4.0468 -0.2911 -0.3707 0.0 0.0 0.0
C -1.3832 0.4832 -5.7061 0.0 0.0 0.0
C 0.1251 -1.3621 -2.7428 -0.1 0.2 0.1
C -1.1854 0.0125 3.4075 0.0 -0.1 -0.3
C 5.0925 0.3895 -0.0291 -0.1 -0.1 0.1
H 2.5577 -0.7285 -3.0199 0.0 0.0 -0.1
H 2.4442 -1.7343 4.5483 0.1 -0.1 0.0
H 4.9659 0.2630 -2.2556 0.0 0.0 0.1
H -2.6469 -0.8644 -1.9558 0.0 0.0 -0.1
H -0.0722 1.3232 -2.1739 0.0 0.0 0.0
H 2.6396 2.0751 2.1112 0.0 0.0 0.0
H -1.7524 1.8919 0.7059 0.0 0.0 0.0
H -1.7390 0.2438 -6.7012 0.0 0.0 0.0
H 1.5905 3.0218 3.1994 0.0 0.0 0.1
H -2.4102 -1.7446 -0.4329 0.0 0.0 0.0
H 3.0364 0.4333 3.5195 0.1 0.0 0.0
H 2.7393 -1.6809 2.2238 0.0 0.0 -0.1
H 0.7364 -1.4436 4.2224 0.0 0.0 0.0
H -4.6277 -1.0970 0.0757 0.0 0.0 0.0
H -4.4464 1.5678 0.7410 0.0 0.0 0.0
H -0.6749 2.0438 3.2121 0.0 0.0 0.0
H -1.8481 2.5747 -5.8663 0.0 0.0 0.0
H 4.2015 0.1488 1.9833 0.0 0.0 0.0
H 1.9573 0.6444 4.8949 0.0 0.0 0.0
H 0.6193 -2.1092 -3.3662 0.1 0.0 -0.1
H -4.6218 0.1304 -1.1979 0.0 0.0 0.0
H -0.7179 -1.8670 -2.2706 0.0 -0.1 0.0
H -1.0017 3.1029 -3.5972 0.0 0.0 0.0
H -3.4478 0.3752 1.6057 0.0 0.0 0.0
H -0.0869 1.3219 4.7089 0.0 0.1 0.1
H -0.8079 -1.5379 -5.2693 0.0 0.0 0.0
H 6.0948 0.7272 0.1846 0.0 0.0 0.0
H -2.6079 2.0044 -0.8371 0.0 0.0 0.0
```
Positions in Å, forces in eV/Å.

## Properties
E_LUMO ... 2.56 eV
E ... -78105.090 eV
Expectation value of S² ... 0.75
Spin multiplicity ... 2
Max |F| ... 0.0125 Eh/bohr
E_HOMO ... -5.583 eV
Energy relative to the best compared isomer or geometry (same formula, charge and spin) ... 17.83 kJ/mol
M ... 669.6 g/mol
Charge ... -1
Orbital gap ... 8.142 eV